C5H21N2O6 | ωB97M-V/def2-TZVPD

```
34
Properties=species:S:1:pos:R:3:mulliken_spin:R:1
O -1.03 -0.02 0.82 0.00
C -0.71 1.13 0.74 -0.01
C 0.83 1.53 0.80 0.02
C 1.81 0.94 -0.22 0.09
C 1.16 -0.20 -0.97 -0.01
C 1.14 -1.40 -0.39 0.05
N 0.22 -2.44 -0.78 0.00
N 0.76 3.00 0.76 0.81
H -1.45 1.95 0.77 0.00
H 1.07 1.07 1.76 0.03
H 2.19 1.61 -0.99 0.00
H 2.84 0.68 0.09 0.00
H 0.65 0.00 -1.91 0.00
H 1.84 -1.63 0.42 0.00
H -0.74 -2.11 -0.58 0.00
H 0.11 -2.59 -1.79 0.00
H 0.42 -3.29 -0.25 0.00
H 1.72 3.35 0.62 -0.01
H 0.32 3.24 -0.17 0.00
H -2.08 0.29 -1.52 0.00
H -3.25 0.87 -2.30 0.00
O -2.37 1.09 -1.97 0.00
H -2.87 -2.19 -2.57 0.00
H -2.96 -1.81 -1.09 0.00
O -2.36 -1.79 -1.85 0.00
H 0.10 4.13 -2.03 0.00
H -0.77 2.80 -2.38 0.00
O 0.07 3.17 -2.07 0.02
H 0.87 -2.38 2.49 0.00
H 2.22 -2.37 3.20 0.00
O 1.81 -2.68 2.40 0.00
H -0.55 -1.70 4.38 0.00
H -0.81 -0.86 3.07 0.00
O -0.19 -1.43 3.53 0.00
```

Its net charge is +2. Its HOMO energy (alpha / beta) is -16.74 / -16.73 eV. The spin multiplicity is 2. The expectation value of S² is 0.76.

---

C5H21N3O5Rb | ωB97M-V/def2-TZVPD

```
35
Properties=species:S:1:pos:R:3:nbo_charge:R:1
Rb 5.85 -2.20 -14.66 0.97
C 1.77 -1.64 -14.30 0.78
O 1.43 -2.37 -13.41 -0.62
N 1.01 -1.45 -15.45 -0.84
N 3.00 -1.01 -14.34 -0.90
H 1.32 -0.78 -16.14 0.38
H 0.02 -1.58 -15.37 0.41
H 3.48 -1.10 -13.47 0.40
H 3.18 -0.27 -14.99 0.40
C 3.53 -6.40 -17.41 -0.62
C 4.91 -6.33 -18.02 -0.08
C 5.84 -5.43 -17.21 -0.07
O 5.28 -4.16 -16.92 -0.57
C 5.42 -3.23 -17.99 -0.26
N 5.52 -7.67 -18.03 -0.84
H 2.88 -6.99 -18.07 0.22
H 3.10 -5.42 -17.26 0.22
H 3.60 -6.99 -16.49 0.22
H 4.88 -5.95 -19.05 0.16
H 6.83 -5.34 -17.68 0.16
H 6.02 -5.91 -16.25 0.20
H 5.20 -2.25 -17.55 0.16
H 4.62 -3.40 -18.72 0.19
H 6.40 -3.24 -18.46 0.18
H 5.08 -8.19 -18.79 0.37
H 6.51 -7.68 -18.25 0.36
O 7.80 -4.16 -14.59 -0.96
H 8.60 -4.42 -15.05 0.50
H 8.12 -3.87 -13.72 0.47
O 5.35 -3.36 -12.07 -0.98
H 4.59 -3.94 -11.94 0.50
H 6.09 -3.87 -11.74 0.48
O 6.58 0.37 -15.98 -0.97
H 6.98 0.02 -16.79 0.48
H 6.70 1.32 -16.06 0.50
```

Its net charge is +1. Its HOMO energy is -11.71 eV. Its energy relative to the best compared isomer or geometry (same formula, charge and spin) is 0.0 kcal/mol.

---

C5H21NO5 | ωB97M-V/def2-TZVPD

```
32
Properties=species:S:1:pos:R:3:nbo_charge:R:1
C 2.68 -1.51 0.48 -0.62
C 1.31 -1.04 0.99 -0.24
N 0.42 -0.42 0.04 -0.49
C 0.70 -0.51 -1.41 -0.44
C 0.13 1.00 0.38 -0.26
C 1.34 1.89 0.70 -0.11
O 1.49 2.16 2.12 -0.73
H 3.27 -0.67 0.10 0.21
H 2.53 -2.04 -0.48 0.20
H 3.22 -2.20 1.11 0.23
H 1.57 -0.41 1.86 0.22
H 0.80 -1.79 1.61 0.19
H 0.54 -1.54 -1.72 0.21
H 0.36 0.31 -2.01 0.21
H 1.77 -0.52 -1.66 0.18
H -0.22 1.43 -0.58 0.21
H -0.55 1.02 1.24 0.22
H 1.35 2.86 0.22 0.18
H 2.32 1.52 0.35 0.18
H 1.12 3.03 2.26 0.47
H -2.91 -0.05 -1.05 0.49
H -3.53 -1.09 -2.05 0.49
O -3.27 -0.17 -1.94 -0.97
H -0.83 1.08 -3.59 0.46
H -2.17 1.13 -2.71 0.50
O -1.62 1.60 -3.36 -0.97
H -2.69 -0.12 2.39 0.48
H -1.20 -0.45 2.63 0.47
O -2.00 -0.14 3.07 -0.95
H -2.21 -2.19 0.55 0.48
H -1.45 -0.93 -0.01 0.50
O -2.26 -1.25 0.46 -1.00
```

Its HOMO energy is -9.10 eV. Its SMILES is CCN(C)CCO.O.O.O.O. Its energy relative to the best compared isomer or geometry (same formula, charge and spin) is 51.2 kcal/mol.

---

C5H21NO6 | ωB97M-V/def2-TZVPD

```
33
Properties=species:S:1:pos:R:3:nbo_charge:R:1
C 2.13 1.81 -1.00 0.55
N 1.19 1.27 -1.82 -0.61
C -2.27 -0.28 -1.47 -0.62
C -1.08 0.37 -2.17 -0.40
C 0.15 0.43 -1.24 -0.06
C 0.73 -0.97 -0.96 -0.64
O 2.17 1.68 0.21 -0.65
H 2.87 2.41 -1.54 0.12
H 1.54 1.07 -2.75 0.40
H -2.80 0.47 -0.88 0.21
H -2.97 -0.68 -2.21 0.23
H -2.00 -1.15 -0.88 0.21
H -0.75 -0.18 -3.06 0.19
H -1.29 1.39 -2.50 0.21
H -0.18 0.83 -0.28 0.21
H 1.60 -0.84 -0.33 0.23
H 1.03 -1.55 -1.83 0.19
H 0.13 -1.68 -0.38 0.23
H 1.74 2.70 1.98 0.50
H 1.13 4.04 2.49 0.48
O 1.54 3.21 2.77 -0.97
H -0.10 -2.49 2.65 0.48
H -1.22 -3.47 2.23 0.47
O -0.28 -3.42 2.44 -0.95
H -1.55 0.14 2.20 0.47
H -0.88 0.15 3.64 0.49
O -1.55 -0.26 3.07 -0.97
H 0.83 1.88 3.94 0.50
H 0.87 0.49 3.35 0.45
O 0.95 0.94 4.20 -0.95
H -0.98 -3.10 -2.70 0.47
H -0.04 -2.25 -3.56 0.46
O -0.68 -2.97 -3.60 -0.93
```

Its HOMO energy is -10.70 eV. Its SMILES is CC[C@@H](C)NC=O.O.O.O.O.O. Its energy relative to the best compared isomer or geometry (same formula, charge and spin) is 4.6 kcal/mol.

---

C5H21NSi4 | ωB97M-V/def2-TZVPD

```
31
Properties=species:S:1:pos:R:3:nbo_charge:R:1
C 0.28 0.73 -3.34 -1.12
C 1.57 -1.55 -2.14 -1.12
C -2.17 -0.27 1.22 -1.06
C -1.94 1.82 -0.94 -1.18
C 0.42 -0.93 3.80 -1.19
N 0.48 0.28 -0.16 -1.76
Si 1.98 0.69 0.58 1.03
Si 0.16 -0.39 -1.78 1.57
Si -0.92 1.10 0.38 1.57
Si 0.73 -2.15 2.32 0.79
H 0.15 1.85 -2.99 0.24
H 1.33 0.65 -3.77 0.25
H -0.44 0.57 -4.15 0.25
H 2.51 -1.36 -1.87 0.24
H 1.48 -2.56 -1.71 0.25
H 1.46 -1.76 -3.24 0.23
H -3.08 -0.17 0.68 0.23
H -1.71 -1.18 1.05 0.21
H -2.46 -0.18 2.28 0.24
H -2.70 2.40 -0.43 0.26
H -1.33 2.48 -1.65 0.25
H -2.36 1.04 -1.61 0.25
H -0.57 -1.07 4.16 0.23
H 1.13 -0.88 4.58 0.25
H 0.14 0.09 3.38 0.23
H 3.20 -0.29 0.65 -0.14
H 1.85 1.43 2.00 -0.14
H 2.56 1.89 -0.18 -0.20
H -1.02 -1.27 -1.55 -0.18
H -0.66 2.27 1.40 -0.17
H -0.10 -3.26 3.03 -0.29
```

Its HOMO energy is -8.39 eV. Its energy relative to the best compared isomer or geometry (same formula, charge and spin) is 49.0 kcal/mol.

---

C5H22BrN10O8PS2 | ωB97M-V/def2-TZVPD

```
49
Properties=species:S:1:pos:R:3:nbo_charge:R:1
O 0.17 -3.71 -0.08 -0.88
S 0.96 -2.89 -1.04 1.72
O 0.86 -1.27 -0.60 -0.85
Br -0.27 -0.37 -1.72 0.40
O 2.55 -3.35 -0.83 -0.95
P 3.36 -2.57 0.45 1.04
S 2.34 -2.29 2.07 -0.50
H 3.93 -1.40 -0.11 0.02
H 4.45 -3.44 0.73 -0.02
C -3.57 1.02 -2.63 0.78
O -2.45 1.07 -3.13 -0.68
N -3.93 0.07 -1.72 -0.85
N -4.55 1.91 -2.96 -0.84
H -4.84 0.01 -1.31 0.39
H -3.23 -0.60 -1.46 0.41
H -4.32 2.61 -3.64 0.41
H -5.48 1.89 -2.58 0.39
C 3.20 1.63 0.81 0.78
O 4.11 0.81 0.73 -0.70
N 3.41 2.93 1.15 -0.84
N 1.91 1.29 0.56 -0.85
H 2.69 3.61 1.21 0.38
H 4.36 3.22 1.33 0.43
H 1.73 0.33 0.30 0.41
H 1.14 1.93 0.60 0.38
C -3.79 -4.45 -1.17 0.77
O -4.62 -4.91 -1.94 -0.68
N -2.50 -4.20 -1.54 -0.86
N -4.09 -4.13 0.12 -0.86
H -1.80 -3.81 -0.92 0.41
H -2.25 -4.41 -2.48 0.40
H -5.03 -4.30 0.43 0.40
H -3.42 -3.75 0.78 0.41
C -4.00 -1.72 2.81 0.77
O -3.01 -2.44 2.72 -0.67
N -5.01 -1.97 3.70 -0.85
N -4.17 -0.60 2.04 -0.85
H -5.82 -1.40 3.79 0.39
H -4.91 -2.78 4.28 0.41
H -3.44 -0.39 1.39 0.41
H -4.96 0.00 2.10 0.39
C 6.44 5.24 0.08 0.78
O 5.62 4.96 0.95 -0.69
N 7.71 4.75 0.10 -0.84
N 6.14 6.06 -0.96 -0.84
H 8.40 4.96 -0.60 0.39
H 7.96 4.14 0.85 0.41
H 5.22 6.43 -1.00 0.41
H 6.79 6.30 -1.68 0.39
```

Its HOMO energy is -8.69 eV. Its energy relative to the best compared isomer or geometry (same formula, charge and spin) is 9.9 kcal/mol.

---

C5H22N2O6 | ωB97M-V/def2-TZVPD

```
35
Properties=species:S:1:pos:R:3:nbo_charge:R:1
N 0.91 2.02 -2.09 -0.80
C 1.56 0.84 -1.52 -0.32
C 0.60 -0.06 -0.75 0.70
N 0.98 -0.98 0.22 -0.46
C 2.26 -0.60 0.92 -0.25
C 3.57 -1.02 0.25 -0.65
C 0.82 -2.42 0.08 -0.42
O -0.57 -0.07 -1.15 -0.69
H 0.29 2.30 -1.31 0.37
H 0.14 1.77 -2.71 0.36
H 2.37 1.15 -0.85 0.21
H 2.04 0.16 -2.23 0.22
H 2.12 -1.15 1.86 0.20
H 2.21 0.39 1.37 0.25
H 4.05 -0.18 -0.24 0.21
H 4.16 -1.25 1.15 0.23
H 3.53 -1.85 -0.45 0.22
H 0.25 -2.76 0.97 0.20
H 0.18 -2.74 -0.73 0.22
H 1.76 -2.92 0.26 0.21
H -2.39 1.60 -0.12 0.51
H -2.14 2.85 0.69 0.47
O -1.69 2.05 0.42 -1.01
H -3.22 -0.23 -1.16 0.50
H -2.73 0.87 -1.96 0.48
O -3.34 0.76 -1.20 -0.96
H 0.63 2.00 2.21 0.48
H 0.21 0.77 3.08 0.49
O 0.91 1.45 2.94 -0.96
H -1.69 0.34 1.70 0.50
H -2.23 -1.11 1.78 0.46
O -1.84 -0.41 2.30 -0.97
H -1.80 -1.98 -1.76 0.48
H -1.96 -1.58 -0.36 0.48
O -2.48 -1.95 -1.06 -0.94
```

Its HOMO energy is -9.43 eV. Its SMILES is CCN(C)C(=O)CN.O.O.O.O.O. Its energy relative to the best compared isomer or geometry (same formula, charge and spin) is 58.6 kcal/mol.

---

C5H22N2O6 | ωB97M-V/def2-TZVPD

```
35
Properties=species:S:1:pos:R:3:nbo_charge:R:1
N -1.81 2.00 -0.34 -0.83
C 1.49 1.18 1.21 -0.60
C 0.49 1.12 0.07 -0.42
C -0.98 1.06 0.41 -0.15
C -1.44 -0.39 0.24 0.67
N -1.68 -1.16 1.31 -0.61
C -1.82 -0.78 2.69 -0.42
O -1.54 -0.86 -0.89 -0.69
H -1.60 2.15 -1.32 0.37
H -2.77 1.68 -0.29 0.36
H 1.23 1.87 2.02 0.17
H 2.48 1.53 0.97 0.23
H 1.46 0.17 1.62 0.22
H 0.57 1.93 -0.68 0.22
H 0.91 0.38 -0.62 0.22
H -1.17 1.40 1.40 0.19
H -1.73 -2.14 1.05 0.43
H -1.83 0.28 2.89 0.21
H -0.91 -0.96 3.28 0.19
H -2.61 -1.38 3.13 0.21
H 4.04 1.54 -0.48 0.46
H 4.07 0.31 -1.28 0.47
O 4.15 0.59 -0.35 -0.93
H -1.62 -3.83 -0.22 0.47
H -0.31 -4.40 0.04 0.49
O -0.95 -3.81 0.47 -0.95
H -0.21 3.72 1.18 0.47
H 1.19 3.54 1.65 0.46
O 0.61 4.22 1.29 -0.93
H -0.41 -3.14 -3.25 0.46
H 1.01 -2.59 -3.27 0.49
O 0.51 -3.42 -3.20 -0.96
H 0.07 -0.40 -4.25 0.48
H 0.32 -0.75 -2.80 0.49
O 0.78 -0.67 -3.65 -0.96
```

Its HOMO energy is -9.49 eV. Its SMILES is CC[C@@H](N)C(=O)NC.O.O.O.O.O. Its energy relative to the best compared isomer or geometry (same formula, charge and spin) is 60.6 kcal/mol.

---

C5H22O6 | ωB97M-V/def2-TZVPD

```
33
Properties=species:S:1:pos:R:3:nbo_charge:R:1
C 1.94 2.40 -1.47 -0.61
C 1.24 1.22 -0.78 -0.45
C 2.17 0.13 -0.56 -0.20
C 1.72 -1.01 -0.03 -0.17
C 2.56 -2.05 0.54 -0.64
H 2.16 2.23 -2.60 0.21
H 2.83 2.67 -0.85 0.20
H 1.35 3.36 -1.49 0.21
H 0.30 0.99 -1.32 0.21
H 0.86 1.64 0.19 0.21
H 3.15 0.23 -0.78 0.19
H 0.58 -1.15 0.13 0.18
H 2.02 -2.44 1.46 0.21
H 3.57 -1.70 0.79 0.21
H 2.63 -2.80 -0.10 0.21
H -2.14 1.23 2.52 0.48
H -2.42 0.40 1.30 0.49
O -2.17 1.28 1.62 -0.99
H -0.85 -3.36 -0.69 0.48
H -0.94 -2.22 -1.56 0.50
O -1.49 -2.69 -0.84 -0.95
H -0.02 -0.86 3.17 0.47
H 0.50 0.48 3.61 0.47
O 0.03 -0.31 3.92 -0.94
H -1.89 -1.45 0.46 0.51
H -2.53 -1.90 1.67 0.47
O -1.97 -1.21 1.42 -0.97
H -1.62 0.08 -3.30 0.44
H -0.41 0.67 -2.77 0.48
O -0.81 0.08 -3.44 -0.92
H -1.04 3.01 -0.49 0.47
H -1.97 1.84 -0.14 0.50
O -1.33 2.21 -0.85 -0.98
```

Its HOMO energy is -9.02 eV. Its SMILES is C/C=C/CC.O.O.O.O.O.O. Its energy relative to the best compared isomer or geometry (same formula, charge and spin) is 67.2 kcal/mol.

---

C5H23N2O5 | ωB97M-V/def2-TZVPD

```
35
Properties=species:S:1:pos:R:3:nbo_charge:R:1
C -2.14 -0.93 1.76 -0.64
C -0.64 -0.96 1.43 -0.06
C -0.26 -2.35 0.99 -0.41
C 1.15 -2.69 0.45 -0.26
C 2.96 -1.53 -0.48 -0.03
N 1.71 -1.71 -0.43 -0.46
N -0.44 0.18 0.49 -0.73
H -2.61 -1.57 2.53 0.25
H -2.80 -0.96 0.92 0.22
H -2.42 0.05 2.17 0.23
H -0.20 -0.64 2.40 0.22
H -0.53 -3.01 1.86 0.25
H -0.95 -2.66 0.20 0.21
H 1.68 -3.08 1.29 0.21
H 0.94 -3.51 -0.25 0.23
H 3.62 -0.90 -1.08 0.19
H 3.64 -2.29 -0.05 0.15
H 0.34 0.00 -0.17 0.46
H -0.20 1.02 1.05 0.47
H -1.23 0.44 -0.10 0.47
H 2.54 0.60 -1.86 0.46
H 1.66 1.39 -2.74 0.45
O 2.60 1.14 -2.66 -0.91
H 0.62 2.37 -1.75 0.47
H 1.44 2.76 -0.66 0.49
O 0.61 2.27 -0.78 -0.95
H -1.57 0.06 -3.57 0.49
H -0.42 -0.38 -2.66 0.48
O -1.06 0.34 -2.81 -0.97
H -0.06 3.35 2.51 0.48
H -1.56 3.17 2.59 0.49
O -0.77 2.77 2.20 -0.97
H -2.15 2.10 -1.55 0.48
H -1.51 3.00 -0.63 0.49
O -1.99 2.16 -0.60 -0.95
```

Its net charge is +1. Its HOMO energy is -13.46 eV. Its energy relative to the best compared isomer or geometry (same formula, charge and spin) is 53.9 kcal/mol.

---

C5H23NO5 | ωB97M-V/def2-TZVPD

```
34
Properties=species:S:1:pos:R:3:mulliken_spin:R:1
C 1.02 -1.16 -2.83 0.01
N 0.41 -1.00 -1.45 0.82
C -2.69 -2.13 0.39 0.01
C -1.25 -1.62 0.24 0.03
C -1.07 -1.29 -1.38 -0.01
C -2.05 -0.31 -1.87 0.08
H 0.27 -1.49 -3.60 0.02
H 1.60 -2.07 -2.77 0.04
H 1.54 -0.18 -2.98 0.02
H 0.79 -0.19 -1.00 -0.03
H -3.34 -1.51 -0.19 0.00
H -2.91 -2.04 1.46 0.00
H -2.69 -3.16 0.11 0.00
H -1.08 -0.61 0.70 0.00
H -0.40 -2.27 0.45 0.00
H -1.07 -2.15 -2.02 0.00
H -2.39 0.35 -1.01 0.00
H -1.90 0.66 -2.41 0.00
H -2.90 -0.94 -2.28 0.01
H 1.86 -2.02 1.35 0.00
H 1.57 -2.17 2.89 0.00
O 1.99 -2.58 2.14 0.00
H -0.76 1.16 3.67 0.00
H 0.25 2.20 3.12 0.00
O -0.43 1.55 2.87 0.00
H 2.14 1.47 1.84 0.00
H 1.79 0.48 2.88 0.00
O 2.54 0.74 2.33 0.00
H 0.87 2.28 0.99 0.00
H 0.95 3.75 0.41 0.00
O 1.15 3.17 1.15 0.00
H -0.90 2.85 -2.19 0.00
H 0.43 2.75 -2.37 0.00
O -0.28 3.25 -2.82 0.00
```

Its net charge is +1. Its HOMO energy (alpha / beta) is -14.26 / -14.26 eV. The spin multiplicity is 2. Its energy relative to the best compared isomer or geometry (same formula, charge and spin) is 79.6 kcal/mol. The expectation value of S² is 0.75.

---

C5H24BN10O5 | ωB97M-V/def2-TZVPD

```
45
Properties=species:S:1:pos:R:3:nbo_charge:R:1
B -0.44 0.43 0.73 -0.79
H 0.54 0.86 1.03 -0.02
H -0.83 -0.31 1.46 -0.01
H -1.24 1.20 0.59 -0.02
H -0.39 -0.08 -0.26 -0.04
C 1.77 -0.07 3.91 0.77
O 2.19 -0.39 5.01 -0.68
N 0.52 0.42 3.65 -0.89
N 2.37 -0.25 2.75 -0.85
H -0.11 0.31 4.43 0.39
H 0.26 0.41 2.67 0.43
H 3.30 -0.62 2.87 0.39
H 2.03 -0.34 1.81 0.42
C 0.05 3.96 -0.54 0.76
O 0.46 5.01 -1.07 -0.72
N -1.20 3.56 -0.52 -0.84
N 0.87 3.08 0.02 -0.87
H -1.88 3.86 -1.21 0.40
H -1.27 2.66 -0.08 0.40
H 0.49 2.22 0.42 0.42
H 1.68 3.59 0.35 0.40
C -3.05 0.28 -2.11 0.76
O -3.76 0.35 -3.10 -0.70
N -1.77 0.68 -2.15 -0.87
N -3.36 -0.23 -0.92 -0.84
H -1.10 0.45 -1.42 0.42
H -1.47 1.11 -3.00 0.39
H -4.29 -0.57 -0.71 0.40
H -2.67 -0.20 -0.18 0.41
C 0.21 -3.28 1.37 0.76
O 0.65 -4.41 1.30 -0.70
N 0.68 -2.30 0.59 -0.88
N -0.63 -2.86 2.29 -0.84
H 1.37 -2.57 -0.10 0.43
H 0.30 -1.36 0.59 0.42
H -1.07 -3.51 2.93 0.39
H -0.85 -1.91 2.51 0.40
C 1.71 -1.46 -2.87 0.77
O 1.98 -2.22 -1.98 -0.68
N 1.61 -1.76 -4.16 -0.83
N 1.29 -0.22 -2.64 -0.84
H 1.37 -1.07 -4.85 0.39
H 1.81 -2.72 -4.42 0.40
H 0.83 0.32 -3.35 0.38
H 1.06 -0.03 -1.67 0.42
```

Its net charge is -1. Its HOMO energy is -6.64 eV. Its energy relative to the best compared isomer or geometry (same formula, charge and spin) is 36.9 kcal/mol.

---

C5H24NO7 | ωB97M-V/def2-TZVPD

```
37
Properties=species:S:1:pos:R:3:nbo_charge:R:1
C 2.63 1.01 -1.03 -0.05
O 2.44 2.28 -1.65 -0.78
C 1.57 -0.01 -1.42 -0.45
C 1.26 -1.03 -0.33 -0.39
C 0.41 -0.41 0.78 -0.23
C -0.68 -0.83 2.91 -0.41
N 0.15 -1.39 1.84 -0.64
H 3.63 0.73 -1.39 0.16
H 2.70 1.16 0.06 0.13
H 1.84 -0.53 -2.35 0.20
H 0.65 0.53 -1.67 0.25
H 0.69 -1.86 -0.75 0.23
H 2.19 -1.46 0.07 0.15
H -0.56 -0.16 0.35 0.21
H 0.90 0.51 1.17 0.15
H -1.61 -0.50 2.44 0.19
H -0.21 0.02 3.42 0.16
H -0.94 -1.60 3.63 0.19
H 1.00 -1.74 2.25 0.36
H 1.50 2.60 -1.56 0.51
H -0.29 3.29 -0.40 0.45
O -0.12 3.10 -1.33 -1.04
H -0.85 2.34 -1.53 0.51
H -2.31 1.67 -2.54 0.45
O -1.83 1.33 -1.76 -1.17
H -2.88 1.05 -0.73 0.52
H -3.22 1.47 0.80 0.46
O -3.55 0.91 0.09 -1.04
H -1.72 -0.34 -2.35 0.51
H -2.25 -1.71 -1.93 0.47
O -1.77 -1.29 -2.67 -1.01
H 3.80 -2.27 1.95 0.47
H 3.13 -0.96 1.64 0.48
O 3.36 -1.52 2.37 -0.94
H -2.42 -1.80 0.94 0.46
H -3.41 -0.82 0.30 0.51
O -3.23 -1.79 0.41 -1.00
```

Its net charge is -1. Its HOMO energy is -6.20 eV. Its energy relative to the best compared isomer or geometry (same formula, charge and spin) is 17.3 kcal/mol.

---

Number 1: E -763.3215 Ha. Number 2: E -767.5115 Ha. Number 3: E -633.9803 Ha. Number 4: E -709.3044 Ha. Number 5: E -1415.7527 Ha. Number 6: E -5065.0907 Ha. Number 7: E -764.6333 Ha. Number 8: E -764.6300 Ha. Number 9: E -655.0335 Ha. Number 10: E -689.7416 Ha. Number 11: E -634.8388 Ha. Number 12: E -1153.7120 Ha. Number 13: E -786.4098 Ha.